[1]
DFT (ωB97M-V with the def2-TZVPD basis set) results for C8H15N2OPb as an isolated structure in a non-equilibrium geometry.

The value obtained for the HOMO energy is -0.5100 Ha. As for the charge: +1. For the LUMO energy, the calculation gives -4.97 eV. The value obtained for the relative energy (zero: lowest compared OMol25 entry of this formula, charge and spin) is 0.0 kcal/mol. As for the HOMO-LUMO gap: 8.9 eV.

```
27
Properties=species:S:1:pos:R:3:nbo_charge:R:1
Pb -23.00199 1.87427 21.45096 1.69
O -22.69296 2.91078 23.40760 -1.28
H -22.67394 3.70496 23.94326 0.50
C -26.90242 6.70456 21.70510 -0.62
C -25.63024 7.43725 22.01406 -0.38
C -24.46620 6.57727 22.54682 -0.52
C -24.22466 5.33267 21.82559 0.45
N -24.07184 4.36598 21.22894 -0.50
H -27.07234 5.88488 22.40739 0.21
H -26.87955 6.34186 20.67822 0.22
H -27.78391 7.32843 21.84883 0.24
H -25.81851 8.21338 22.75747 0.23
H -25.24083 7.98716 21.15571 0.22
H -24.64205 6.31095 23.59058 0.26
H -23.49937 7.07581 22.44355 0.26
C -18.23888 2.99635 22.64952 -0.64
C -19.29920 3.81585 23.40331 -0.38
C -19.82492 4.95148 22.45364 -0.52
C -20.59464 4.43813 21.31300 0.39
N -21.14988 4.05201 20.38409 -0.43
H -18.48388 2.86099 21.59014 0.20
H -18.03878 1.95339 22.90257 0.23
H -17.25511 3.46853 22.61229 0.22
H -18.95637 4.21912 24.35124 0.23
H -20.14382 3.14010 23.53518 0.22
H -19.02722 5.58102 22.06413 0.27
H -20.52790 5.48384 23.09611 0.25
```

=====

[2]
DFT (ωB97M-V with the def2-TZVPD basis set) results for a 2-piece molecular cluster, C8H15N2S overall in a non-equilibrium geometry.

The value obtained for the HOMO energy is -0.4689 Ha. As for the charge: +1. For the LUMO energy, the calculation gives -4.02 eV. The value obtained for the relative energy (zero: lowest compared OMol25 entry of this formula, charge and spin) is 42.2 kcal/mol. As for the HOMO-LUMO gap: 8.7 eV.

```
26
Properties=species:S:1:pos:R:3:nbo_charge:R:1
C -2.42670 1.61129 -0.07460 -0.27
C -3.14332 0.77126 -0.82625 -0.45
C -2.34136 -0.32087 1.16642 -0.45
C -1.92679 0.99119 1.11418 -0.26
C 2.06133 0.04435 -1.40628 -0.59
C 0.51533 -1.65528 0.81796 -0.70
C 0.83204 0.55823 -0.52795 -0.15
C 0.04827 -0.69794 -0.27138 0.58
N -0.77281 -1.05656 -1.21012 -0.71
N 1.31115 1.18630 0.64825 -0.88
S -3.50481 -0.70066 -0.01462 0.50
H -2.47395 2.71980 -0.22951 0.25
H -3.72798 1.12905 -1.64356 0.25
H -1.99709 -1.01719 2.04897 0.25
H 2.49819 0.96096 -1.79368 0.25
H 1.76078 -0.79878 -2.21848 0.21
H 2.75075 -0.33425 -0.74154 0.21
H 1.43698 -1.20324 1.24316 0.24
H 0.60302 -2.65000 0.36040 0.26
H -0.27500 -1.75208 1.55788 0.28
H 0.18392 1.34955 -1.11566 0.25
H -1.04458 -0.38184 -1.96671 0.44
H -0.82270 -2.05191 -1.53254 0.43
H 1.95742 0.61136 1.25950 0.39
H -1.30249 1.32272 1.92921 0.26
H 1.38826 2.21741 0.60852 0.42
```

=====

[3]
DFT (ωB97M-V with the def2-TZVPD basis set) results for one molecule with the formula C8H15N3O4 in a non-equilibrium geometry.

The value obtained for the HOMO energy is -0.3532 Ha. For the LUMO energy, the calculation gives 0.53 eV. The value obtained for the relative energy (zero: lowest compared OMol25 entry of this formula, charge and spin) is 74.8 kcal/mol. As for the HOMO-LUMO gap: 10.1 eV.

```
30
Properties=species:S:1:pos:R:3:nbo_charge:R:1
C 0.26388 0.52209 -0.40756 -0.14
C -0.32335 -0.56397 0.47145 0.72
C 1.65810 0.20875 -0.69485 -0.41
C 2.72952 0.19396 0.44448 -0.50
C 4.18231 0.01558 -0.08225 0.68
C -2.77451 -0.41544 -0.43524 -0.19
C -3.45607 0.56785 0.39934 0.78
C -3.81625 -1.24051 -1.00344 -0.61
H 0.21748 2.02649 0.95159 0.36
H 0.09022 2.64847 -0.48805 0.38
H -0.18545 0.31437 -1.51765 0.20
H 1.85461 0.98982 -1.49748 0.23
H 1.82039 -0.87511 -1.06625 0.22
H 2.52372 -0.63141 1.14754 0.23
H 2.69481 1.20219 0.95881 0.23
H 5.02545 -1.38194 1.46602 0.40
H 6.03935 -0.53746 0.35263 0.39
H -1.87983 -1.77172 0.85118 0.38
H -2.56006 -0.00850 -1.41624 0.25
H -4.55857 -0.67121 -1.59397 0.25
H -4.23596 -2.03012 -0.42786 0.21
H -3.26967 -1.97323 -1.62866 0.22
H -2.97726 1.44601 2.08231 0.51
N -0.21017 1.81569 0.02434 -0.83
N 5.12688 -0.56162 0.84681 -0.85
N -1.56556 -1.19280 0.07409 -0.64
O 0.09360 -0.83711 1.54717 -0.58
O 4.63966 0.77672 -0.93826 -0.60
O -4.43904 1.21850 0.13122 -0.60
O -2.70822 0.74566 1.44879 -0.67
```

=====

[4]
DFT (ωB97M-V with the def2-TZVPD basis set) results for C8H15N3O4S as an isolated structure in a non-equilibrium geometry.

The value obtained for the HOMO energy is -0.3296 Ha. For the LUMO energy, the calculation gives -1.64 eV. The value obtained for the relative energy (zero: lowest compared OMol25 entry of this formula, charge and spin) is 291.9 kcal/mol. As for the HOMO-LUMO gap: 7.3 eV.

```
31
Properties=species:S:1:pos:R:3:nbo_charge:R:1
C -2.39975 -1.10582 0.45762 -0.16
C -1.27845 -0.06523 0.11776 0.70
C -3.39809 0.00484 0.22421 -0.58
C 0.44117 1.56388 1.01494 -0.12
C 0.28231 2.78577 -0.10567 0.79
C 1.89214 0.87321 0.56344 -0.44
C 2.11042 0.05491 -0.70412 -0.55
C 3.19808 -1.08003 -0.52536 0.66
H -2.61985 -2.49799 2.32023 0.37
H -1.25556 -2.40677 1.53160 0.38
H -2.35570 -1.80775 -0.38585 0.21
H -4.43588 0.10903 1.07904 0.25
H -2.66348 1.01564 0.41337 0.25
H -2.26483 -1.44355 -1.82569 0.17
H -1.23511 0.38761 1.92301 0.44
H 0.44793 2.11417 1.99030 0.25
H 2.43736 0.24274 1.38789 0.28
H 2.40283 1.90493 0.74846 0.24
H 2.13895 0.78518 -1.68867 0.25
H 1.15567 -0.51569 -0.81962 0.27
H 3.72328 -1.62757 -2.66719 0.43
H 4.14920 -2.79743 -1.70028 0.39
H -0.64554 1.42716 -1.47433 0.53
N -1.95143 -1.56718 1.81536 -0.85
N -0.81335 0.65205 1.04225 -0.63
N 3.92670 -1.50131 -1.60207 -0.83
O -0.81416 -0.19218 -1.05553 -0.72
O 0.67873 3.95224 0.00622 -0.57
O 3.52855 -1.34438 0.71682 -0.62
O -0.20745 2.36467 -1.33218 -0.74
S -4.17471 -0.28516 -1.46595 -0.03
```

=====

[5]
DFT (ωB97M-V with the def2-TZVPD basis set) results for an isolated ion of composition C8H15N6O and charge +1 in a non-equilibrium geometry.

The value obtained for the HOMO energy is -0.4434 Ha. As for the charge: +1. For the LUMO energy, the calculation gives -2.86 eV. The value obtained for the relative energy (zero: lowest compared OMol25 entry of this formula, charge and spin) is 55.9 kcal/mol. As for the HOMO-LUMO gap: 9.2 eV.

```
30
Properties=species:S:1:pos:R:3:nbo_charge:R:1
C -2.31250 0.70120 -0.16601 0.05
C -0.95402 0.91222 -0.21072 -0.13
C -0.40218 -0.35482 0.10703 0.53
C 3.11685 0.09541 0.30145 0.05
C -0.04144 2.18909 -0.14809 -0.63
C 3.56577 1.54375 0.29356 -0.63
C -3.95820 -1.09066 0.25562 -0.42
C -1.35524 -2.64948 0.32810 -0.44
N -1.46192 -1.24334 0.20009 -0.15
N 3.38104 -1.38499 -1.38359 0.07
N 2.18123 -1.15373 -1.41071 -0.09
N -2.58834 -0.54547 -0.03139 -0.11
N 4.04770 -0.82105 -0.36219 -0.45
N 1.87151 -0.22312 -0.44367 -0.05
O 0.86802 -0.73227 0.49067 -0.37
H -2.98480 1.60861 -0.31909 0.27
H 2.91045 -0.18908 1.32454 0.21
H -0.36696 2.82811 -0.85829 0.23
H 0.04251 2.72162 0.78740 0.24
H 0.97087 1.74513 -0.41781 0.25
H 4.32525 1.65006 1.11557 0.24
H 2.65617 2.18193 0.30492 0.23
H 3.97744 1.65333 -0.69800 0.22
H -4.65201 -0.22993 0.39063 0.26
H -4.31649 -1.79867 -0.51844 0.24
H -3.80741 -1.78126 1.15682 0.23
H -1.78371 -3.29122 -0.44815 0.25
H -0.24368 -2.83699 0.53024 0.28
H -1.95016 -2.84194 1.29436 0.22
H 5.04459 -0.70918 -0.22816 0.43
```

=====

[6]
DFT (ωB97M-V with the def2-TZVPD basis set) results for an isolated ion of composition C8H15N6O and charge +1 in a non-equilibrium geometry.

The value obtained for the HOMO energy is -0.4582 Ha. As for the charge: +1. For the LUMO energy, the calculation gives -2.91 eV. The value obtained for the relative energy (zero: lowest compared OMol25 entry of this formula, charge and spin) is 34.3 kcal/mol. As for the HOMO-LUMO gap: 9.6 eV.

```
30
Properties=species:S:1:pos:R:3:nbo_charge:R:1
C 0.37249 1.44776 0.05000 0.32
C -1.71827 -0.35365 -0.34135 0.61
C -0.77722 2.39350 0.05642 -0.03
C 0.47118 0.32865 -0.98228 0.02
C -2.10286 2.05731 -0.43539 0.22
C 2.86468 -0.02934 -1.56570 -0.46
C -1.89163 -2.52604 0.76543 -0.42
C 1.72701 -0.82481 1.59204 -0.43
N 1.28014 1.34699 0.95636 -0.25
N -0.43548 -0.59006 -0.37039 -0.58
N -2.32438 0.76536 -0.89419 -0.64
N 1.74394 -0.23139 -0.70213 -0.25
N -2.45288 -1.37143 0.13343 -0.56
N 2.03351 0.18164 0.63246 -0.09
O -1.81026 2.14132 0.93639 -0.45
H -0.54348 3.46898 -0.04771 0.23
H 0.24027 0.77856 -1.89000 0.23
H -2.72423 2.81565 -0.85770 0.22
H 3.66639 -0.62931 -1.15005 0.21
H 2.56649 -0.51551 -2.60797 0.25
H 3.39583 0.92838 -1.82793 0.21
H -1.31948 -2.16483 1.64470 0.20
H -2.70210 -3.23790 0.78737 0.23
H -1.02075 -2.85163 0.17189 0.23
H 0.79132 -1.27419 1.34415 0.27
H 2.40504 -1.59764 1.59316 0.23
H 1.80973 -0.33295 2.66614 0.25
H -3.28675 0.63630 -1.07450 0.41
H -3.27275 -1.16108 0.61550 0.39
H 3.01448 0.40138 0.80186 0.44
```

=====

[7]
DFT (ωB97M-V with the def2-TZVPD basis set) results for a 2-piece molecular cluster, C8H15NO overall in a non-equilibrium geometry.

The value obtained for the HOMO energy is -0.3075 Ha. For the LUMO energy, the calculation gives 0.75 eV. The value obtained for the relative energy (zero: lowest compared OMol25 entry of this formula, charge and spin) is 67.6 kcal/mol. As for the HOMO-LUMO gap: 9.1 eV.

```
25
Properties=species:S:1:pos:R:3:nbo_charge:R:1
C -2.96681 0.69150 0.26958 0.85
C 0.61394 0.90290 -0.45281 -0.03
C 0.80041 0.16655 0.65844 0.05
C 0.06953 2.29914 -0.61505 -0.65
C 0.63538 0.15660 -1.71846 -0.63
C 0.57593 0.70596 2.05933 -0.65
C 1.18188 -1.35794 0.74804 -0.65
C -2.84658 -1.73226 -0.40863 -0.40
N -3.14416 -0.42760 0.02369 -0.53
O -2.92544 1.80405 0.47667 -0.54
H 0.91321 2.93322 -0.42923 0.22
H -0.67450 2.45866 0.11566 0.24
H -0.21977 2.46740 -1.65404 0.21
H 0.67708 0.99337 -2.47343 0.21
H -0.29791 -0.34146 -1.82911 0.20
H 1.46541 -0.56298 -1.79589 0.21
H -0.38162 0.48071 2.41283 0.21
H 0.54975 1.81123 1.83698 0.21
H 1.24663 0.54781 2.85035 0.21
H 1.97746 -1.45463 -0.06574 0.22
H 0.28328 -1.68714 0.33269 0.21
H 1.36930 -1.62594 1.76032 0.22
H -3.39501 -2.43502 0.14017 0.21
H -3.22228 -1.78563 -1.37577 0.21
H -1.72072 -1.90748 -0.43566 0.20
```

=====

[8]
DFT (ωB97M-V with the def2-TZVPD basis set) results for one molecule with the formula C8H15NO3S2 in a non-equilibrium geometry.

The value obtained for the HOMO energy (spin up / spin down) is -0.2287 / -0.3345 Ha. Its expectation value of S² is 2.006. For the LUMO energy (spin up / spin down), the calculation gives 0.51 / -2.95 eV. As for the spin multiplicity: 3. As for the HOMO-LUMO gap (spin up / spin down): 6.7 / 6.2 eV.

```
29
Properties=species:S:1:pos:R:3:lowdin_spin:R:1
C -3.06539 -1.13517 0.08725 0.08
C 0.06409 -0.57328 -0.09645 0.00
C 3.26303 -0.52822 0.24450 0.00
C 2.81253 1.67456 -0.89469 0.00
C 1.78800 1.23785 1.33930 0.00
C -1.87015 -1.83945 -0.85117 0.02
C -3.46430 0.33100 0.35140 0.57
C 2.24503 0.60601 0.04069 0.00
N -0.81399 -0.87068 -1.05792 0.00
O -4.22725 -1.95228 -0.09640 0.04
O -0.00287 -1.08996 0.99290 0.01
O 1.02556 0.06416 -0.67689 0.00
S -2.08329 1.33079 0.16483 0.21
S -4.92675 0.71038 0.80892 0.99
H -2.61570 -1.44879 1.09232 0.03
H 3.41290 -1.21581 -0.66822 0.00
H 4.24105 -0.10822 0.46798 0.00
H 2.83814 -1.17300 1.03582 0.00
H 3.00414 1.43269 -1.98509 0.00
H 3.76718 1.91539 -0.72099 0.00
H 2.07363 2.44756 -0.85102 0.00
H 1.31963 0.55616 1.91827 0.00
H 2.66670 1.65234 1.80580 0.00
H 1.22016 2.17396 1.21909 0.00
H -1.69539 -2.83111 -0.27362 0.00
H -2.28040 -2.07272 -1.91600 0.00
H -0.91200 -0.45413 -1.95784 0.00
H -2.75677 2.56545 0.56361 0.01
H -5.02752 -1.40545 -0.08638 0.02
```

=====

Number 1: total energy -18807.27597 eV. Number 2: total energy -22346.41174 eV. Number 3: total energy -21198.33234 eV. Number 4: total energy -32024.25187 eV. Number 5: total energy -19515.25493 eV. Number 6: total energy -19516.19092 eV. Number 7: total energy -12074.60357 eV. Number 8: total energy -37837.54389 eV.